No. 1
{
  "formula": "C23H32N4O2",
  "method": "the ωB97M-V functional and the def2-TZVPD basis",
  "elements": ["C", "C", "O", "C", "C", "C", "C", "C", "C", "C", "N", "C", "C", "H", "H", "C", "N", "C", "C", "C", "N", "H", "H", "N", "C", "O", "C", "H", "C", "H", "H", "C", "C", "H", "C", "H", "H", "H", "H", "H", "H", "C", "C", "H", "H", "H", "H", "H", "H", "H", "H", "H", "H", "H", "H", "H", "H", "H", "H", "H", "H"],
  "positions_angstrom": [[1.831, -4.287, 3.019], [1.295, -3.608, 4.234], [0.833, -2.394, 3.851], [-0.504, -2.298, 3.157], [-1.483, -3.476, 2.911], [-2.644, -3.117, 2.372], [-3.096, -1.774, 1.914], [-2.082, -0.960, 1.965], [-0.834, -1.040, 2.554], [-0.028, 0.180, 2.762], [0.718, 0.647, 1.424], [1.351, 1.835, 1.342], [1.349, 2.229, -0.032], [2.168, 3.287, 0.132], [0.570, 2.449, -0.530], [2.280, 1.421, -0.716], [2.375, 1.682, -2.067], [1.610, 1.957, -3.106], [2.502, 2.111, -4.155], [3.767, 2.313, -3.727], [3.817, 1.816, -2.595], [4.715, 2.609, -4.323], [2.132, 2.504, -5.148], [0.338, 1.903, -2.886], [-0.464, 1.684, -4.003], [-0.422, 2.130, -4.979], [-2.242, 1.607, -3.383], [-2.591, 1.816, -4.125], [-2.278, 0.282, -2.935], [-1.322, -0.293, -2.707], [-2.649, -0.476, -3.687], [-3.024, 0.114, -1.711], [-2.477, 1.473, -0.898], [-1.664, 1.276, -0.518], [-2.449, 2.484, -2.141], [-3.154, 2.977, -2.161], [-1.617, 3.079, -1.995], [-3.201, 2.059, -0.023], [-4.042, 0.317, -1.812], [-2.726, -0.541, -1.016], [-0.119, 1.552, -1.877], [1.724, 0.173, -0.574], [1.341, -0.350, 0.783], [2.186, -0.468, 1.363], [0.936, -1.385, 0.800], [0.636, -0.242, -1.048], [2.202, -0.869, -0.963], [3.153, 1.174, -0.185], [2.276, 1.670, 2.008], [0.682, 2.712, 1.909], [0.898, -0.053, 3.443], [-0.509, 0.999, 3.133], [-2.375, -0.091, 1.785], [-4.032, -1.807, 1.540], [-3.305, -4.021, 2.463], [-0.975, -4.156, 3.549], [2.108, -3.281, 4.698], [0.621, -4.011, 4.671], [1.128, -4.592, 2.307], [2.255, -5.080, 3.570], [2.510, -3.852, 2.368]],
  "atomic_forces_ev_per_a": [[-0.792, -1.688, 1.380], [5.735, 4.599, -8.649], [-5.722, 4.520, -2.607], [0.909, 0.395, -1.432], [5.646, 5.596, 2.226], [-3.464, -1.704, -0.055], [3.132, -7.645, 2.010], [1.932, -1.892, 1.358], [1.224, -3.088, 2.239], [5.990, -1.206, -2.007], [-8.857, -1.729, 3.690], [-2.303, 3.238, 5.767], [10.355, 6.436, 4.306], [-2.919, -1.913, -0.990], [-5.881, 1.766, -2.644], [-0.154, -1.089, -1.742], [7.827, 1.389, -3.339], [5.179, -0.946, 0.985], [-5.340, 3.420, -5.886], [1.804, -0.491, -3.284], [0.066, -0.675, 8.262], [-1.821, -0.708, 1.164], [0.368, -0.681, 1.187], [-5.943, -2.049, 1.911], [-6.878, -2.024, 15.434], [2.669, 4.901, -15.011], [11.109, -1.852, 13.501], [-7.611, 4.282, -14.733], [0.486, -7.445, -0.960], [-0.128, 1.274, -0.258], [-0.043, 0.887, 0.234], [-0.085, 5.441, 2.189], [-11.548, 3.626, -4.388], [8.621, -1.842, 3.995], [11.907, -10.252, 1.213], [-12.735, 8.595, -0.442], [1.664, 1.768, 0.107], [1.888, -2.212, -2.325], [-1.911, -0.407, -0.052], [0.455, -3.640, 1.842], [2.023, 0.823, -4.019], [-5.416, -13.395, -1.986], [1.749, -1.586, -0.845], [3.367, -1.013, 1.287], [-0.592, 1.018, -0.392], [2.137, 2.492, 0.113], [0.358, 2.902, 0.102], [2.254, 1.463, 0.162], [0.127, 1.363, -1.518], [1.648, -2.325, -0.944], [-1.880, 0.244, -0.649], [-1.566, 2.135, 0.869], [-1.689, 8.130, -2.245], [-2.774, 1.083, -1.215], [-0.257, 1.228, -0.737], [-1.303, -2.336, -0.247], [3.372, 0.327, 3.317], [-7.617, -6.134, 6.061], [-1.713, -1.042, -0.549], [1.063, -2.042, -0.574], [1.879, 1.707, -0.189]],
  "e_tot_ha": -1264.2890,
  "total_charge": 0,
  "multiplicity": 1,
  "max_force_ev_per_a": 17.582,
  "homo_lumo_gap_ev": 8.389,
  "relative_energy_kcal_mol": 585.6
}

=====

No. 2
{
  "formula": "C6H12N4O",
  "method": "the ωB97M-V functional and the def2-TZVPD basis",
  "elements": ["C", "C", "C", "C", "C", "C", "N", "N", "N", "N", "O", "H", "H", "H", "H", "H", "H", "H", "H", "H", "H", "H", "H"],
  "positions_angstrom": [[2.560, -1.031, 0.101], [0.865, 1.702, 0.043], [-1.142, -1.229, 0.412], [-1.935, 0.888, 0.988], [-1.609, 0.546, -1.439], [-1.019, 0.262, -0.041], [2.931, 0.077, -0.066], [2.517, 1.285, -0.055], [0.332, 0.565, -0.037], [2.749, -2.360, 0.121], [0.762, 2.881, 0.018], [-0.647, -1.330, 1.387], [-2.220, -1.561, 0.432], [-0.601, -1.876, -0.312], [-2.059, 1.993, 0.827], [-1.206, 0.684, 1.868], [-2.852, 0.296, 0.903], [-1.560, 1.570, -1.995], [-1.266, -0.197, -2.261], [-2.721, 0.491, -1.327], [3.026, 2.081, 0.303], [2.917, -2.999, -0.776], [2.179, -2.736, 0.904]],
  "atomic_forces_ev_per_a": [[-4.552, -4.447, 2.650], [0.418, -1.835, -1.093], [-0.136, -0.642, -1.756], [2.316, 1.361, 0.993], [-1.297, -0.292, -2.572], [-2.151, -0.673, -1.102], [6.392, 3.778, -2.931], [-3.340, 0.714, 1.134], [1.451, -0.020, 0.615], [0.404, -1.128, -1.308], [-0.249, 2.003, 0.444], [-0.353, -0.004, -0.180], [1.168, 0.216, 0.148], [-0.252, 0.220, 0.398], [-0.111, -1.024, 0.330], [-2.275, 0.677, -0.350], [0.037, 0.657, 0.847], [0.811, -1.329, 1.741], [-0.561, 0.950, 1.477], [0.657, -0.546, -0.309], [1.344, -0.273, -0.183], [-0.188, 1.874, 2.537], [0.466, -0.237, -1.531]],
  "e_tot_ha": -529.8059,
  "total_charge": 0,
  "multiplicity": 3,
  "max_force_ev_per_a": 7.983,
  "homo_lumo_gap_ev": [6.879, 5.988],
  "relative_energy_kcal_mol": 3.5
}

=====

No. 3
{
  "formula": "C5H6O",
  "method": "the ωB97M-V functional and the def2-TZVPD basis",
  "elements": ["C", "C", "C", "C", "C", "O", "H", "H", "H", "H", "H", "H"],
  "positions_angstrom": [[0.852, 0.127, 1.559], [1.182, 0.831, 0.349], [-0.062, 0.925, -0.522], [-0.776, -0.175, -0.697], [-1.990, -0.414, -1.490], [-2.587, -1.469, -1.459], [-0.075, -0.421, 1.659], [-0.441, -1.067, -0.129], [1.334, 0.384, 2.497], [1.891, 0.337, -0.327], [1.662, 1.773, 0.646], [-2.341, 0.425, -2.120]],
  "atomic_forces_ev_per_a": [[-0.196, -0.659, 1.658], [0.075, 1.208, -1.074], [0.251, -1.019, 0.399], [-0.218, -0.065, -0.119], [-0.231, -0.103, -0.064], [0.251, 0.468, -0.080], [0.223, -0.049, -0.008], [-0.189, 0.317, -0.402], [0.072, 0.027, -0.165], [0.158, -0.112, 0.223], [-0.197, 0.046, -0.419], [0.002, -0.058, 0.050]],
  "e_tot_ha": -269.1627,
  "total_charge": 0,
  "multiplicity": 1,
  "max_force_ev_per_a": 1.795,
  "homo_lumo_gap_ev": [7.567, 9.487],
  "relative_energy_kcal_mol": 115.2
}

=====

No. 4
{
  "formula": "C4H15N4",
  "method": "the ωB97M-V functional and the def2-TZVPD basis",
  "elements": ["C", "N", "C", "N", "H", "H", "H", "H", "H", "H", "H", "H", "H", "C", "C", "N", "N", "H", "H", "H", "H", "H", "H"],
  "positions_angstrom": [[1.039, -0.459, -1.609], [2.031, 0.549, -1.949], [-0.332, 0.192, -1.798], [-1.387, -0.690, -1.191], [1.125, -0.868, -0.594], [1.116, -1.305, -2.298], [2.105, 1.193, -1.168], [2.937, 0.118, -2.072], [-0.550, 0.313, -2.851], [-0.325, 1.133, -1.255], [-2.334, -0.403, -1.406], [-1.277, -1.624, -1.590], [-1.351, -0.790, -0.129], [-0.203, 0.971, 1.711], [-0.452, -0.252, 2.160], [-1.490, -1.119, 1.618], [1.066, 1.605, 1.795], [-0.907, 1.596, 1.166], [0.194, -0.735, 2.885], [-2.415, -0.859, 1.961], [-1.321, -2.049, 1.986], [1.704, 1.004, 2.312], [1.026, 2.479, 2.314]],
  "atomic_forces_ev_per_a": [[-0.207, -0.029, -0.269], [-0.183, -0.243, 0.283], [0.397, -0.250, 0.609], [0.152, -0.275, -0.049], [-0.043, 0.085, 0.086], [0.134, 0.025, -0.021], [0.155, 0.098, -0.091], [0.083, 0.072, -0.073], [-0.077, 0.254, -0.058], [-0.280, 0.129, -0.196], [-0.190, 0.280, -0.210], [-0.083, -0.071, 0.154], [0.131, -0.206, 0.000], [0.592, 0.695, -0.284], [-0.104, -0.493, -0.330], [-0.236, 0.515, 0.473], [-0.400, -0.339, 1.081], [-0.212, -0.433, -0.185], [0.305, 0.052, -0.257], [0.080, -0.004, -0.009], [-0.123, -0.063, -0.158], [0.117, 0.084, -0.165], [-0.008, 0.117, -0.331]],
  "e_tot_ha": -380.1724,
  "total_charge": 1,
  "multiplicity": 1,
  "max_force_ev_per_a": 1.202,
  "homo_lumo_gap_ev": 9.131,
  "relative_energy_kcal_mol": 40.6
}

=====

No. 5
{
  "formula": "C24H69N3O14",
  "method": "the ωB97M-V functional and the def2-TZVPD basis",
  "elements": ["C", "C", "O", "H", "H", "H", "H", "H", "H", "C", "C", "O", "O", "H", "H", "H", "H", "H", "H", "C", "C", "O", "O", "H", "H", "H", "H", "H", "H", "C", "C", "O", "O", "H", "H", "H", "H", "H", "H", "C", "C", "O", "O", "H", "H", "H", "H", "H", "H", "C", "C", "O", "O", "H", "H", "H", "H", "H", "H", "C", "C", "C", "O", "C", "N", "H", "H", "H", "H", "H", "H", "H", "H", "H", "H", "H", "C", "C", "C", "O", "C", "N", "H", "H", "H", "H", "H", "H", "H", "H", "H", "H", "H", "C", "C", "C", "O", "C", "N", "H", "H", "H", "H", "H", "H", "H", "H", "H", "H", "H"],
  "positions_angstrom": [[11.248, 9.988, 13.565], [11.640, 11.297, 14.212], [13.072, 11.381, 14.529], [11.900, 9.924, 12.694], [10.234, 10.013, 13.164], [11.447, 9.131, 14.209], [11.129, 11.533, 15.145], [11.332, 12.109, 13.553], [13.249, 12.313, 14.379], [15.832, 9.408, 13.889], [15.959, 9.838, 12.421], [17.185, 10.456, 12.080], [14.550, 8.901, 14.219], [16.069, 10.179, 14.622], [16.563, 8.644, 14.155], [15.150, 10.560, 12.306], [15.848, 9.042, 11.685], [17.778, 9.847, 11.633], [14.062, 9.684, 14.484], [8.935, 8.488, 17.015], [8.327, 7.940, 15.710], [8.133, 6.515, 15.639], [9.107, 9.881, 17.027], [9.908, 8.012, 17.138], [8.329, 8.116, 17.841], [8.861, 8.244, 14.809], [7.345, 8.395, 15.584], [8.898, 5.937, 15.657], [9.262, 10.156, 17.933], [7.606, 12.568, 15.211], [8.675, 13.280, 16.046], [8.085, 14.389, 16.661], [8.134, 11.336, 14.598], [7.037, 13.213, 14.541], [6.889, 12.232, 15.960], [9.620, 13.489, 15.546], [9.000, 12.719, 16.922], [7.816, 14.972, 15.948], [8.592, 10.847, 15.286], [13.526, 11.868, 18.043], [12.540, 12.848, 17.429], [12.410, 13.944, 18.271], [12.799, 11.019, 18.922], [14.329, 12.371, 18.581], [14.011, 11.282, 17.262], [11.582, 12.375, 17.211], [12.873, 13.169, 16.442], [12.024, 13.525, 19.044], [12.915, 10.116, 18.618], [12.530, 16.283, 13.813], [12.201, 14.869, 13.504], [13.339, 14.022, 13.368], [11.412, 17.054, 14.148], [12.996, 16.790, 12.968], [13.177, 16.321, 14.689], [11.648, 14.793, 12.568], [11.551, 14.428, 14.260], [13.808, 14.345, 12.595], [11.112, 16.747, 15.007], [12.283, 12.274, 10.518], [12.293, 12.166, 9.015], [12.154, 10.727, 8.432], [13.235, 9.931, 8.989], [13.097, 8.572, 8.935], [11.232, 12.975, 8.544], [12.480, 13.283, 10.880], [13.121, 11.713, 10.934], [11.315, 11.943, 10.893], [13.246, 12.574, 8.677], [12.072, 10.764, 7.346], [11.192, 10.282, 8.686], [12.160, 8.175, 9.325], [13.865, 8.044, 9.500], [13.293, 8.139, 7.954], [11.362, 13.887, 8.958], [10.392, 12.676, 9.018], [7.649, 9.657, 11.419], [7.687, 11.106, 11.032], [7.288, 11.311, 9.520], [8.344, 10.934, 8.742], [8.195, 11.095, 7.315], [6.860, 11.893, 11.908], [6.725, 9.211, 11.053], [7.628, 9.532, 12.501], [8.468, 9.085, 10.982], [8.695, 11.470, 11.233], [7.134, 12.381, 9.380], [6.335, 10.866, 9.232], [8.004, 12.134, 7.048], [7.421, 10.450, 6.899], [9.105, 10.798, 6.793], [7.248, 11.696, 12.819], [5.926, 11.507, 11.893], [15.146, 6.266, 16.271], [13.841, 6.747, 16.939], [14.087, 7.959, 17.936], [12.856, 8.567, 18.265], [12.150, 8.053, 19.425], [12.943, 7.152, 15.865], [14.973, 5.695, 15.359], [15.730, 5.685, 16.984], [15.852, 7.048, 15.991], [13.271, 5.957, 17.428], [14.610, 8.726, 17.364], [14.761, 7.637, 18.730], [11.193, 8.572, 19.482], [12.644, 8.238, 20.380], [12.042, 6.974, 19.320], [12.366, 7.835, 16.335], [13.468, 7.620, 15.140]],
  "atomic_forces_ev_per_a": [[0.922, 0.371, -0.219], [0.030, 0.394, 0.711], [-1.316, -0.457, -0.564], [0.083, -0.382, -0.132], [-0.138, -0.034, 0.417], [-0.246, -0.065, -0.032], [-0.309, -0.474, 0.174], [0.400, 0.119, -0.324], [0.670, 0.285, -0.194], [0.925, -0.834, 0.468], [-0.188, 0.072, 0.033], [0.384, 0.746, 0.541], [0.375, 0.109, -0.525], [0.103, 0.717, -0.501], [0.078, -0.391, -0.327], [0.015, 0.152, -0.498], [-0.722, -0.412, 0.487], [-0.217, -0.133, 0.126], [-0.689, 0.355, -0.031], [0.520, -1.905, -0.203], [-0.014, -0.049, -0.563], [-0.892, 0.678, 0.689], [-0.451, 0.450, -0.492], [0.313, -0.146, 0.020], [-0.289, 0.227, 0.113], [0.535, 0.269, 0.174], [-0.234, -0.286, 0.106], [0.555, 0.701, 0.012], [0.070, 0.128, -0.001], [0.868, -2.061, 1.439], [0.070, -0.377, 0.448], [-0.120, 0.991, -0.228], [-0.600, 1.737, -0.571], [0.610, -0.183, -0.585], [-0.346, 0.109, 0.008], [-0.093, 0.339, -0.645], [-0.188, -0.813, -0.249], [-0.173, 0.408, 0.096], [0.072, -0.107, 0.481], [-0.539, -0.753, -0.503], [1.098, -0.351, -1.124], [-0.703, 0.604, 0.416], [0.180, 1.091, 0.626], [-0.147, 0.357, 0.061], [-0.055, -0.183, -0.217], [-0.155, -0.388, 0.328], [0.368, 0.404, 0.094], [-0.102, 0.521, 0.604], [-0.046, -0.486, -0.153], [0.698, 0.816, 0.834], [-0.671, -1.149, -0.817], [0.071, 0.337, 0.392], [-0.971, 0.175, -0.220], [0.210, -0.110, -0.001], [0.693, -0.209, -0.225], [-0.358, 0.227, -0.103], [0.135, 0.041, 0.277], [0.344, -0.249, -0.068], [-0.193, 0.113, 0.142], [1.043, -0.930, 0.621], [0.762, -0.951, 0.261], [0.345, 0.083, 1.277], [-0.482, 1.867, -0.412], [0.250, -1.924, -0.295], [-1.230, 1.047, -1.126], [-0.298, 0.297, -0.371], [-0.255, -0.473, 0.331], [0.066, -0.171, 0.306], [0.088, -0.049, -0.339], [0.875, 0.035, -0.282], [-0.234, -0.038, 0.670], [-0.421, 0.253, -0.078], [0.258, 0.614, 0.580], [-0.488, 0.213, -0.628], [0.115, 0.461, -0.317], [-0.532, -0.405, -0.175], [-0.185, -0.983, -0.231], [-0.151, -0.137, -1.135], [-0.061, 1.650, 1.696], [1.695, -1.147, -2.093], [0.011, -0.112, 0.594], [-0.390, 0.582, -0.082], [-0.168, -0.125, -0.059], [0.310, 0.043, 0.055], [0.082, -0.051, 0.055], [0.265, 0.165, -0.652], [-0.187, 0.463, 0.150], [-0.149, -0.665, 0.203], [-0.175, 0.142, 0.123], [-0.391, 0.019, 0.246], [0.251, 0.024, 0.523], [-0.303, 0.133, 0.381], [-0.331, -0.004, 0.169], [0.328, -0.245, 1.109], [0.501, 0.837, -0.785], [0.390, -1.284, -1.880], [-0.493, -0.558, 1.498], [0.356, -0.193, -0.515], [-0.441, 0.094, 0.456], [-0.266, -0.162, 0.240], [-0.044, -0.444, -0.071], [-0.448, 0.569, -0.020], [0.608, -0.321, 0.517], [0.167, -0.006, -0.085], [-0.461, 0.177, 0.671], [0.005, -0.197, -0.287], [0.492, 0.228, -0.170], [-0.320, 0.003, -0.023], [-0.640, 0.347, -0.561], [0.047, 0.170, -0.062]],
  "e_tot_ha": -2173.2246,
  "total_charge": 0,
  "multiplicity": 1,
  "max_force_ev_per_a": 2.927,
  "homo_lumo_gap_ev": 9.401,
  "relative_energy_kcal_mol": 20.8
}